Run i
{
  "formula": "CH3Br2P",
  "method": "the ωB97M-V functional and the def2-TZVPD basis",
  "elements": ["C", "P", "Br", "Br", "H", "H", "H"],
  "xyz": [[1.48450, 0.10880, -0.45755], [0.37523, -0.97290, 0.57243], [3.17229, -0.98004, 0.21178], [1.46641, 1.94420, -0.10070], [1.50300, -0.15961, -1.50336], [-1.56130, -0.28415, -0.72567], [-0.26926, 0.27308, 1.19202]],
  "gap_ev": [8.712, 7.932],
  "lumo_ev": [-1.25, -0.95],
  "total_charge": 0
}

***

Run ii
{
  "formula": "CH3Br2P",
  "method": "the ωB97M-V functional and the def2-TZVPD basis",
  "elements": ["C", "P", "Br", "Br", "H", "H", "H"],
  "xyz": [[-0.79229, 1.07653, 0.59645], [0.58938, -3.06009, -0.43002], [-0.90212, -0.60949, -0.12229], [-1.25426, -4.07070, -1.00553], [-0.85187, 1.15161, 1.66653], [-0.09939, 1.72452, 0.08074], [0.91142, -2.67523, -1.73630]],
  "gap_ev": [7.625, 7.499],
  "lumo_ev": [-1.07, -0.52],
  "total_charge": 0
}

***

Run iii
{
  "formula": "CH3Br2P",
  "method": "the ωB97M-V functional and the def2-TZVPD basis",
  "elements": ["C", "P", "Br", "Br", "H", "H", "H"],
  "xyz": [[0.89716, -0.16326, -0.02834], [-0.65439, -0.45418, 0.88637], [-1.70523, 2.12670, 0.96702], [-1.93958, -1.00588, -0.92636], [0.86379, -1.11288, -0.56093], [1.75835, 0.23928, 0.58177], [0.77989, 0.37021, -0.91952]],
  "gap_ev": 8.132,
  "lumo_ev": -1.65,
  "smiles": "CP(Br)Br",
  "total_charge": 0
}

***

Least stable structure: run i

***

Run i
{
  "formula": "C4H7N3O2",
  "method": "the ωB97M-V functional and the def2-TZVPD basis",
  "elements": ["H", "N", "C", "N", "C", "N", "H", "C", "C", "O", "O", "H", "H", "H", "H", "H"],
  "xyz": [[-0.17398, 2.52411, 0.22124], [0.80961, 2.51480, -0.13405], [1.36296, 1.38192, -0.23807], [1.01214, 0.07155, 0.19760], [1.80086, -1.02082, -0.15300], [1.45126, -2.23557, -0.18497], [0.47101, -2.36811, 0.02387], [-0.28411, -0.14138, 0.91382], [-1.53386, -0.05092, 0.07724], [-2.12181, 0.97345, -0.26328], [-1.99193, -1.29368, -0.27703], [2.38389, 1.38596, -0.61799], [2.82231, -0.80094, -0.45616], [-0.41557, 0.59146, 1.74430], [-0.28805, -1.08296, 1.40143], [-2.87589, -1.15602, -0.74420]],
  "gap_ev": 10.027,
  "lumo_ev": 0.41,
  "smiles": "[H]/N=C\\N(/C=N\\[H])CC(=O)O",
  "total_charge": 0
}

***

Run ii
{
  "formula": "C4H7N3O2",
  "method": "the ωB97M-V functional and the def2-TZVPD basis",
  "elements": ["C", "C", "N", "C", "C", "N", "N", "O", "O", "H", "H", "H", "H", "H", "H", "H"],
  "xyz": [[1.06195, -0.87947, 1.75440], [0.13436, -0.13370, 1.00962], [-0.94657, 0.35064, 1.19626], [-1.54163, 1.01698, 0.15033], [-0.47572, 1.06261, -1.05283], [0.52851, 0.09279, -0.74215], [0.77438, -0.93155, -1.53625], [1.14203, -1.96798, -1.04254], [0.82158, -0.71482, -2.75884], [0.61916, -0.81547, 2.73062], [2.03153, -0.26080, 1.84340], [1.28588, -1.84488, 1.44274], [-2.03234, 1.96453, 0.45343], [-2.21583, 0.31587, -0.23168], [-1.14512, 0.71555, -1.90911], [-0.04217, 2.02970, -1.30739]],
  "gap_ev": 10.584,
  "lumo_ev": 0.76,
  "smiles": "CC1=NCCN1[N+](=O)[O-]",
  "total_charge": 0
}

***

Least stable structure: run ii

***

Run i
{
  "formula": "C4H7N3O2",
  "method": "the ωB97M-V functional and the def2-TZVPD basis",
  "elements": ["C", "C", "C", "N", "N", "C", "O", "N", "O", "H", "H", "H", "H", "H", "H", "H"],
  "xyz": [[-1.62257, -1.11112, 1.00223], [-1.44697, -0.15036, -0.13789], [-0.09334, 0.37261, -0.43049], [-0.00204, 1.05455, -1.53780], [1.34101, 1.27490, -1.69079], [2.07810, 0.78263, -0.58910], [3.26722, 0.86339, -0.45836], [1.06567, 0.23914, 0.25303], [1.31724, -0.77350, 1.16159], [-1.37502, -0.58013, 1.93717], [-2.71114, -1.40974, 1.13824], [-1.02515, -2.01840, 0.89907], [-2.02903, 0.73090, -0.12458], [-1.87419, -0.56947, -1.07658], [1.85419, 1.65723, -2.42778], [1.25603, -0.36263, 2.08204]],
  "gap_ev": 8.973,
  "lumo_ev": 0.44,
  "smiles": "CCc1n[nH]c(=O)n1O",
  "total_charge": 0
}

***

Run ii
{
  "formula": "C4H7N3O2",
  "method": "the ωB97M-V functional and the def2-TZVPD basis",
  "elements": ["H", "N", "C", "O", "C", "O", "N", "C", "N", "C", "H", "H", "H", "H", "H", "H"],
  "xyz": [[-0.00370, -2.13165, 0.68102], [0.45218, -1.83291, -0.13371], [0.09358, -0.59455, -0.25841], [0.67459, 0.27803, -1.04699], [1.19719, -0.27201, -2.09453], [1.83591, 0.54588, -2.78834], [-0.86932, 0.23778, 0.55377], [-0.32696, 1.70906, 0.87846], [-1.31295, -0.46989, 1.68694], [-1.79855, 0.02252, 2.76555], [1.19000, -1.39713, -2.08092], [0.48957, 1.68288, 1.81387], [0.35230, 2.02376, 0.07153], [-1.25346, 2.24499, 0.84669], [-1.78074, -0.75584, 3.58797], [-1.95875, 1.00675, 3.26704]],
  "gap_ev": 10.381,
  "lumo_ev": 0.71,
  "smiles": "[H]/N=C(/OC=O)N(C)N=C",
  "total_charge": 0
}

***

Least stable structure: run ii

***

Run i
{
  "formula": "C4H12N2O3S",
  "method": "the ωB97M-V functional and the def2-TZVPD basis",
  "elements": ["C", "C", "N", "C", "C", "N", "S", "O", "O", "O", "H", "H", "H", "H", "H", "H", "H", "H", "H", "H", "H", "H"],
  "xyz": [[1.32330, -1.34533, 1.14893], [0.49839, -1.03668, -0.03960], [-0.61897, -1.88007, -0.30523], [-0.09333, 0.39135, 0.16645], [-1.26384, 0.75328, 1.02509], [1.26344, 1.51989, 0.58773], [-0.31916, 1.09737, -1.47629], [-0.44891, 2.53293, -1.30431], [0.75119, 0.61188, -2.29652], [-1.71735, 0.56832, -2.06235], [2.20682, -2.00635, 0.95304], [0.73290, -1.78748, 1.83680], [1.72828, -0.41596, 1.41936], [1.05051, -0.83973, -1.01688], [-0.68595, -2.47930, 0.46712], [-0.61831, -2.39448, -1.12620], [-1.29513, 1.78215, 1.34545], [-1.19638, 0.22009, 1.95470], [-2.11165, 0.50306, 0.36432], [1.30189, 2.04819, -0.23493], [0.97927, 2.04670, 1.39504], [-1.46700, 0.11018, -2.80173]],
  "gap_ev": 10.105,
  "lumo_ev": 0.53,
  "smiles": "C[C@@H](N)[C@@](C)(N)S(=O)(=O)O",
  "total_charge": 0
}

***

Run ii
{
  "formula": "C4H12N2O3S",
  "method": "the ωB97M-V functional and the def2-TZVPD basis",
  "elements": ["C", "C", "C", "C", "N", "N", "O", "O", "O", "S", "H", "H", "H", "H", "H", "H", "H", "H", "H", "H", "H", "H"],
  "xyz": [[-2.50351, 1.46445, -0.47820], [2.30171, 0.20696, -1.46989], [-1.94545, 0.30126, 0.34137], [1.07028, -1.86863, 0.11807], [0.13646, -2.76934, 0.48068], [1.05495, -0.73595, 0.84254], [3.28132, 0.43128, 0.95761], [1.26798, 1.74376, 0.54127], [-1.26305, 0.80167, 1.47550], [1.98686, 0.52296, 0.28154], [-2.83727, 1.23212, -1.42328], [-3.13539, 2.07746, 0.08979], [-1.52259, 1.99439, -0.64137], [3.25488, -0.21388, -1.35449], [1.35195, -0.45842, -1.81260], [2.21356, 1.11029, -2.08009], [-2.66837, -0.32546, 0.65271], [-1.26406, -0.24107, -0.27310], [0.03638, -3.69053, -0.03979], [-0.64259, -2.52763, 1.15153], [0.26780, -0.41867, 1.37458], [-0.44185, 1.36296, 1.26562]],
  "gap_ev": 9.813,
  "lumo_ev": 0.66,
  "total_charge": 0
}

***

Least stable structure: run ii